Entry 1:
DFT (the ωB97M-V functional and the def2-TZVPD basis) results for one molecule with the formula C4H9NO at a distorted geometry.

Cartesian coordinates (Å):
C: -1.53 0.61 0.32
C: -0.78 -0.10 -0.76
N: 0.47 0.32 -1.27
C: 0.73 -0.89 -0.51
C: 1.41 -0.56 0.81
O: 1.35 0.80 1.21
H: -2.36 -0.01 0.69
H: -0.86 0.86 1.15
H: -1.95 1.52 -0.11
H: -1.41 -0.56 -1.54
H: 0.54 0.19 -2.27
H: -0.30 -1.44 -0.43
H: 2.46 -0.87 0.74
H: 0.96 -1.17 1.60
H: 1.26 1.30 0.38

Computed properties:
ΔE to the lowest compared entry with this formula, charge and spin, kcal/mol: 106.04
Orbital gap, eV: 9.381
Lowest unoccupied orbital energy, eV: 0.96
Charge: 0



Entry 2:
DFT (the ωB97M-V functional and the def2-TZVPD basis) results for C27H29F4MoN10O2Si as an isolated structure.

Cartesian coordinates (Å):
Mo: -0.80 -0.28 -0.28
N: 1.42 -0.36 -0.23
C: 1.97 0.96 -0.67
C: 3.44 1.20 -0.32
C: 3.85 1.27 1.16
C: 3.48 2.54 1.94
N: 3.84 3.78 1.26
C: 4.90 4.54 1.52
N: 5.91 4.09 2.26
N: 4.96 5.77 1.01
C: 1.01 2.04 -0.19
O: 1.32 3.19 -0.04
O: -0.22 1.57 0.01
H: 1.73 -0.57 0.71
H: 1.80 -1.10 -0.82
H: 1.89 0.97 -1.76
H: 3.73 2.13 -0.82
H: 4.03 0.42 -0.81
H: 4.94 1.14 1.18
H: 3.47 0.41 1.72
H: 3.96 2.51 2.92
H: 2.41 2.59 2.13
H: 3.14 4.14 0.62
H: 5.98 3.13 2.53
H: 6.66 4.71 2.55
H: 4.15 6.21 0.60
H: 5.80 6.33 1.08
C: -4.05 1.48 -1.23
C: -3.87 0.88 0.12
C: -4.83 0.93 1.12
C: -4.60 0.35 2.36
C: -3.39 -0.29 2.64
C: -2.47 -0.31 1.62
N: -2.72 0.24 0.40
N: -1.16 -0.83 1.54
Si: -0.50 -2.02 2.79
C: -0.36 -1.09 4.39
C: 1.18 -2.53 2.17
C: -1.69 -3.44 2.78
H: -4.98 2.03 -1.28
H: -4.08 0.69 -1.99
H: -3.22 2.16 -1.45
H: -5.77 1.43 0.92
H: -5.36 0.40 3.12
H: -3.19 -0.73 3.60
H: 0.19 -0.16 4.27
H: 0.19 -1.71 5.10
H: -1.32 -0.86 4.85
H: 1.95 -1.78 2.33
H: 1.19 -2.87 1.13
H: 1.49 -3.39 2.77
H: -2.70 -3.16 3.07
H: -1.35 -4.19 3.49
H: -1.74 -3.93 1.80
F: -3.97 -3.24 -2.85
C: -2.94 -2.88 -3.61
C: -2.99 -1.65 -4.25
F: -4.05 -0.87 -4.07
C: -1.84 -1.12 -4.82
C: -0.72 -1.93 -4.96
C: -0.66 -3.15 -4.30
F: 0.50 -3.77 -4.19
C: -1.74 -3.56 -3.52
C: -1.46 -4.20 -2.18
C: -1.18 -3.18 -1.38
N: -1.06 -2.09 -0.87
C: -1.54 -5.56 -1.80
N: -1.61 -6.66 -1.48
F: 0.40 -1.42 -5.45
C: -1.57 0.34 -4.60
C: -1.48 1.38 -5.56
N: -1.40 2.22 -6.34
C: -1.31 0.46 -3.30
N: -1.01 0.27 -2.15

Computed properties:
Orbital gap (alpha / beta), eV: 5.623 / 5.599
Lowest unoccupied orbital energy (alpha / beta), eV: -11.43 / -11.45
Charge: +3



Entry 3:
DFT (the ωB97M-V functional and the def2-TZVPD basis) results for C8H15BF10NO4RhS6Sb2 as an isolated structure at a distorted geometry.

Cartesian coordinates (Å):
Rh: 1.54 1.53 0.34
F: -1.85 1.47 0.95
C: -1.88 2.26 2.03
F: -2.21 3.49 1.62
F: -2.91 1.83 2.79
S: -0.32 2.32 3.12
O: 0.73 2.54 2.17
O: -0.62 3.41 3.98
N: -0.39 0.95 3.87
S: 0.04 -0.33 3.09
O: 0.10 -0.12 1.66
O: 0.90 -1.28 3.69
C: -1.65 -1.23 3.27
F: -2.18 -1.04 4.49
F: -1.58 -2.56 3.11
F: -2.55 -0.80 2.38
S: 1.96 4.97 -3.47
Sb: 1.33 2.76 -3.07
S: 3.11 1.41 -1.13
S: 0.32 2.94 -0.82
S: -0.54 2.64 -4.52
C: 1.49 -0.75 -4.08
C: 0.98 -1.59 -2.92
Sb: 0.11 -0.45 -1.20
C: -1.74 0.24 -2.17
C: -2.48 -0.83 -2.96
C: -0.74 -2.27 -0.34
C: 0.29 -3.07 0.42
H: 1.83 -1.38 -4.90
H: 2.34 -0.14 -3.76
H: 0.71 -0.09 -4.46
H: 1.80 -2.18 -2.50
H: 0.20 -2.28 -3.26
H: -1.48 1.07 -2.83
H: -2.36 0.63 -1.37
H: -1.87 -1.20 -3.78
H: -3.38 -0.39 -3.40
H: -2.78 -1.66 -2.33
H: -1.17 -2.85 -1.15
H: -1.55 -1.95 0.33
H: 1.12 -3.35 -0.23
H: -0.15 -3.99 0.83
H: 0.69 -2.49 1.25
F: 2.34 1.12 3.94
B: 3.37 0.76 3.09
F: 4.12 -0.26 3.60
F: 4.17 1.85 2.80
F: 2.78 0.32 1.84

Computed properties:
Orbital gap (alpha / beta), eV: 5.543 / 5.358
Lowest unoccupied orbital energy (alpha / beta), eV: 2.85 / 2.75
Charge: -2



Entry 4:
DFT (the ωB97M-V functional and the def2-TZVPD basis) results for one molecule with the formula C4H8O at a distorted geometry.

Cartesian coordinates (Å):
C: 0.36 -0.88 -0.20
C: 2.07 -0.19 0.22
C: -1.43 1.06 0.02
C: -1.30 -0.43 -0.43
O: 0.59 -2.05 -0.29
H: -1.63 -0.60 -1.38
H: 2.72 -1.02 0.32
H: 1.89 0.17 1.18
H: 2.38 0.67 -0.49
H: -2.37 1.47 0.19
H: -0.76 1.76 -0.56
H: -0.81 1.18 1.03
H: -1.71 -1.14 0.38

Computed properties:
ΔE to the lowest compared entry with this formula, charge and spin, kcal/mol: 37.38
⟨S²⟩: 2.008
Orbital gap (alpha / beta), eV: 6.152 / 10.084
Lowest unoccupied orbital energy (alpha / beta), eV: 0.88 / -1.62
2S+1: 3
Charge: 0



Entry 5:
DFT (the ωB97M-V functional and the def2-TZVPD basis) results for an isolated ion of composition C5H10N3O3 and charge +1 at a distorted geometry.

Cartesian coordinates (Å):
C: 0.57 -0.49 0.31
C: -0.32 -1.30 -0.44
C: -0.31 1.17 0.45
C: -0.56 1.23 1.96
C: -1.39 1.46 -1.80
N: -1.38 0.79 -0.40
N: 1.83 -0.57 0.58
N: -0.06 -2.52 -0.89
O: 2.44 -1.83 0.48
O: 2.49 0.32 0.88
O: -1.41 -0.60 -0.75
H: 0.44 1.78 0.08
H: 0.37 1.45 2.39
H: -0.83 0.26 2.32
H: -1.27 2.02 2.23
H: -1.02 2.49 -1.72
H: -0.61 0.83 -2.27
H: -2.37 1.36 -2.35
H: 3.39 -1.81 0.82
H: 0.64 -3.00 -0.39
H: -0.65 -3.03 -1.48

Computed properties:
ΔE to the lowest compared entry with this formula, charge and spin, kcal/mol: 166.08
Orbital gap (alpha / beta), eV: 8.699 / 8.700
Lowest unoccupied orbital energy (alpha / beta), eV: -4.85 / -4.85
Charge: +1



Entry 6:
DFT (the ωB97M-V functional and the def2-TZVPD basis) results for a 2-piece molecular cluster, C29H33N4O4 overall at a distorted geometry.

Cartesian coordinates (Å):
C: 6.83 -1.99 3.80
O: 5.92 -0.87 3.80
C: 4.58 -1.12 3.77
C: 3.72 0.01 3.76
C: 2.35 -0.17 3.73
C: 1.81 -1.48 3.74
N: 0.45 -1.66 3.74
C: 2.67 -2.60 3.72
C: 4.04 -2.43 3.75
H: 7.82 -1.54 3.80
H: 6.69 -2.61 4.70
H: 6.69 -2.61 2.90
H: 4.16 1.00 3.78
H: 1.68 0.69 3.72
H: 0.07 -2.57 3.97
H: -0.14 -0.87 3.98
H: 2.25 -3.61 3.70
H: 4.71 -3.30 3.76
C: -1.99 2.27 -4.77
N: -1.31 1.85 -3.57
C: -0.11 2.40 -3.22
O: 0.51 3.25 -3.86
C: 0.32 1.75 -1.90
C: 0.42 2.79 -0.77
C: 1.47 3.85 -1.04
C: 1.10 5.19 -1.14
C: 2.05 6.17 -1.43
C: 3.39 5.80 -1.59
C: 3.77 4.46 -1.47
C: 2.81 3.49 -1.18
N: -0.74 0.76 -1.68
C: -0.70 -0.10 -0.65
C: -1.68 -1.06 -0.38
C: -1.69 -1.95 0.69
C: -2.74 -2.92 0.88
C: -3.83 -3.04 -0.02
C: -4.85 -3.98 0.19
N: -5.94 -4.05 -0.74
O: -6.83 -4.90 -0.55
O: -5.95 -3.25 -1.71
C: -4.83 -4.85 1.30
C: -3.76 -4.75 2.19
C: -2.73 -3.82 1.99
C: -1.79 0.78 -2.71
C: -3.15 1.18 -2.13
C: -1.84 -0.53 -3.51
H: -1.43 3.09 -5.23
H: -2.06 1.45 -5.50
H: -3.01 2.62 -4.54
H: 1.30 1.25 -2.04
H: -0.56 3.26 -0.67
H: 0.65 2.25 0.16
H: 0.04 5.45 -1.02
H: 1.74 7.21 -1.52
H: 4.14 6.57 -1.82
H: 4.82 4.16 -1.59
H: 3.09 2.43 -1.08
H: 0.18 -0.01 0.01
H: -2.51 -1.11 -1.07
H: -0.87 -1.93 1.42
H: -3.93 -2.40 -0.90
H: -5.64 -5.56 1.42
H: -3.73 -5.43 3.05
H: -1.90 -3.76 2.69
H: -3.07 2.17 -1.65
H: -3.90 1.23 -2.93
H: -3.50 0.47 -1.37
H: -0.86 -0.69 -3.97
H: -2.07 -1.39 -2.88
H: -2.60 -0.44 -4.30

Computed properties:
ΔE to the lowest compared entry with this formula, charge and spin, kcal/mol: 0.00
Orbital gap, eV: 4.275
Lowest unoccupied orbital energy, eV: -5.21
Charge: +1



Entry 7:
DFT (the ωB97M-V functional and the def2-TZVPD basis) results for one molecule with the formula C2H5P at a distorted geometry.

Cartesian coordinates (Å):
C: -1.92 -0.27 -0.08
C: 1.82 -0.24 0.01
P: 0.05 0.04 0.04
H: -2.12 0.79 0.29
H: -2.37 -1.10 0.49
H: 2.02 0.70 -0.51
H: 2.39 -1.12 0.00
H: 0.00 1.32 -0.25

Computed properties:
ΔE to the lowest compared entry with this formula, charge and spin, kcal/mol: 90.50
Orbital gap, eV: 7.889
Lowest unoccupied orbital energy, eV: -0.17
Charge: 0



Entry 8:
DFT (the ωB97M-V functional and the def2-TZVPD basis) results for one molecule with the formula C4H8N2O2 at a distorted geometry.

Cartesian coordinates (Å):
C: 2.60 -0.68 0.06
C: 1.10 -0.85 0.09
O: 0.57 -1.85 0.56
N: 0.37 0.17 -0.42
C: -0.99 0.00 -0.86
C: -2.06 0.21 0.21
N: -1.98 1.33 0.95
H: 2.99 -0.85 1.07
H: 3.02 -1.45 -0.60
H: 2.92 0.31 -0.29
H: 0.82 1.06 -0.59
H: -1.20 0.70 -1.67
H: -1.14 -1.02 -1.24
O: -3.06 -0.51 0.23
H: -1.11 1.57 1.40
H: -2.85 1.85 1.10

Computed properties:
ΔE to the lowest compared entry with this formula, charge and spin, kcal/mol: 16.74
Orbital gap, eV: 10.042
Lowest unoccupied orbital energy, eV: 0.51
Charge: 0



Entry 9:
DFT (the ωB97M-V functional and the def2-TZVPD basis) results for C55H49NO8Re as an isolated structure.

Cartesian coordinates (Å):
Re: 0.58 -0.87 -2.08
C: 1.98 2.38 4.18
C: 1.31 2.45 2.83
C: 0.80 3.85 2.52
O: 0.23 1.50 2.80
C: 0.32 0.68 1.69
C: 1.54 1.19 0.90
O: 2.21 2.01 1.83
C: 2.52 0.09 0.38
O: 1.93 -0.52 -0.73
C: 2.84 -0.94 1.47
C: 2.39 -2.25 1.35
C: 2.65 -3.19 2.35
C: 3.37 -2.82 3.48
C: 3.82 -1.52 3.60
C: 3.56 -0.58 2.61
C: 3.78 0.77 -0.18
C: 5.07 0.30 0.06
C: 6.16 0.86 -0.61
C: 5.97 1.88 -1.53
C: 4.69 2.35 -1.77
C: 3.61 1.80 -1.11
C: -1.96 1.45 1.38
O: -0.91 0.69 0.93
C: -2.84 0.82 2.34
C: -4.18 1.20 2.49
C: -4.99 0.59 3.43
C: -4.50 -0.43 4.24
C: -3.18 -0.85 4.07
C: -2.37 -0.25 3.13
C: -2.11 2.76 0.81
C: -1.56 3.02 -0.46
C: -1.68 4.27 -1.04
C: -2.32 5.30 -0.37
C: -2.85 5.06 0.90
C: -2.75 3.82 1.48
H: 1.30 2.76 4.95
H: 2.88 2.99 4.17
H: 2.23 1.35 4.41
H: -0.03 4.09 3.19
H: 0.44 3.91 1.49
H: 1.60 4.56 2.66
H: 0.45 -0.36 2.01
H: 1.19 1.76 0.04
H: 1.83 -2.54 0.47
H: 2.29 -4.20 2.23
H: 3.58 -3.55 4.25
H: 4.39 -1.22 4.48
H: 3.93 0.43 2.71
H: 5.24 -0.51 0.75
H: 7.15 0.49 -0.41
H: 6.82 2.31 -2.05
H: 4.52 3.16 -2.48
H: 2.61 2.16 -1.32
H: -4.60 1.95 1.84
H: -6.03 0.90 3.53
H: -5.13 -0.89 4.98
H: -2.79 -1.66 4.67
H: -1.35 -0.58 3.02
H: -1.07 2.21 -0.99
H: -1.27 4.44 -2.03
H: -2.41 6.28 -0.82
H: -3.34 5.87 1.43
H: -3.12 3.67 2.49
O: -0.91 -1.52 -0.65
C: -1.66 -2.70 -1.03
C: -1.45 -2.95 -2.57
O: -2.05 -3.85 -3.09
O: -0.59 -2.16 -3.15
C: -1.04 -3.86 -0.26
C: -0.04 -4.65 -0.82
C: 0.54 -5.67 -0.09
C: 0.14 -5.92 1.21
C: -0.83 -5.11 1.80
C: -1.41 -4.08 1.07
C: -3.14 -2.49 -0.80
C: -3.69 -1.21 -0.79
C: -5.06 -1.04 -0.65
C: -5.90 -2.13 -0.52
C: -5.35 -3.41 -0.55
C: -3.99 -3.59 -0.69
H: -1.47 -0.83 -0.25
H: 0.27 -4.48 -1.85
H: 1.30 -6.29 -0.55
H: 0.57 -6.74 1.77
H: -1.13 -5.28 2.82
H: -2.15 -3.45 1.53
H: -3.07 -0.33 -0.91
H: -5.47 -0.03 -0.64
H: -6.96 -2.00 -0.41
H: -6.00 -4.28 -0.47
H: -3.58 -4.59 -0.74
N: -2.97 4.80 -5.43
C: -2.45 3.94 -4.87
C: -1.80 2.86 -4.18
C: -2.49 1.69 -3.89
C: -1.84 0.64 -3.27
C: -0.48 0.71 -2.91
C: 0.18 1.91 -3.21
C: -0.45 2.97 -3.83
H: -3.53 1.60 -4.17
H: -2.40 -0.27 -3.08
H: 1.23 2.01 -2.96
H: 0.09 3.88 -4.05
C: 3.73 -0.13 -5.05
C: 3.11 -0.73 -3.84
C: 3.89 -1.70 -3.02
O: 1.95 -0.43 -3.56
H: 4.09 -0.91 -5.72
H: 4.60 0.47 -4.74
H: 3.01 0.51 -5.57
H: 4.92 -1.77 -3.35
H: 3.42 -2.68 -3.09
H: 3.86 -1.40 -1.97

Computed properties:
⟨S²⟩: 3.799
Orbital gap (alpha / beta), eV: 7.031 / 6.476
Lowest unoccupied orbital energy (alpha / beta), eV: 0.23 / -0.64
2S+1: 4
Charge: 0



Entry 10:
DFT (the ωB97M-V functional and the def2-TZVPD basis) results for a 3-piece molecular cluster, C2H11NO2 overall at a distorted geometry.

Cartesian coordinates (Å):
C: -0.75 1.29 0.26
C: 0.07 0.70 -0.87
N: 0.81 -0.54 -0.48
H: -1.47 0.60 0.70
H: -1.41 2.03 -0.20
H: -0.15 1.68 1.08
H: 0.80 1.42 -1.25
H: -0.46 0.36 -1.76
H: 0.17 -1.28 -0.57
H: 1.56 -0.27 0.12
H: -2.85 -1.57 -0.50
H: -3.69 -0.42 0.04
O: -2.97 -1.02 0.25
H: 3.95 -1.52 1.15
H: 2.72 -0.82 1.02
O: 3.66 -0.62 1.00

Computed properties:
ΔE to the lowest compared entry with this formula, charge and spin, kcal/mol: 35.40
Orbital gap, eV: 9.463
Lowest unoccupied orbital energy, eV: 0.68
Charge: 0



Entry 11:
DFT (the ωB97M-V functional and the def2-TZVPD basis) results for C9H19InNO as an isolated structure at a distorted geometry.

Cartesian coordinates (Å):
In: -23.72 18.78 -8.04
C: -21.31 18.53 -10.83
C: -20.47 19.78 -10.29
C: -20.77 20.86 -11.31
C: -20.71 22.32 -10.88
C: -21.47 22.47 -9.60
C: -20.99 21.54 -8.49
N: -21.01 20.18 -9.00
O: -20.68 19.21 -8.00
C: -19.58 21.77 -8.05
C: -21.98 21.90 -7.32
C: -18.84 19.43 -10.30
H: -20.84 18.05 -11.68
H: -22.32 18.62 -11.23
H: -21.54 17.84 -10.01
H: -19.99 20.84 -12.08
H: -21.80 20.73 -11.65
H: -21.30 22.82 -11.65
H: -19.76 22.85 -10.90
H: -22.52 22.16 -9.67
H: -21.41 23.53 -9.38
H: -19.33 21.25 -7.13
H: -18.85 21.44 -8.80
H: -19.55 22.83 -7.80
H: -22.20 22.96 -7.42
H: -22.97 21.49 -7.48
H: -21.46 21.81 -6.36
H: -18.35 20.37 -10.56
H: -18.52 18.73 -11.07
H: -18.64 19.06 -9.29
H: -19.72 19.26 -7.91

Computed properties:
ΔE to the lowest compared entry with this formula, charge and spin, kcal/mol: 48.30
Orbital gap, eV: 5.227
Lowest unoccupied orbital energy, eV: -17.23
Charge: +3



Entry 12:
DFT (the ωB97M-V functional and the def2-TZVPD basis) results for one molecule with the formula C6H8N4 at a distorted geometry.

Cartesian coordinates (Å):
C: -2.17 -0.81 -0.40
C: 0.93 -1.46 0.38
C: -1.51 -1.89 -0.04
C: 1.73 -0.23 -0.17
C: -1.47 0.60 -0.70
C: 1.06 1.02 -0.42
N: -0.25 -1.85 0.28
N: 2.97 -0.54 -0.27
N: -0.29 0.99 0.01
N: -0.51 1.01 1.41
H: -3.24 -0.78 -0.55
H: 1.64 -2.10 0.90
H: -1.25 0.62 -1.77
H: -2.27 1.31 -0.48
H: 1.24 1.51 -1.37
H: 3.61 0.22 -0.44
H: -0.39 1.96 1.75
H: 0.17 0.42 1.89

Computed properties:
ΔE to the lowest compared entry with this formula, charge and spin, kcal/mol: 169.37
Orbital gap (alpha / beta), eV: 6.274 / 8.243
Lowest unoccupied orbital energy (alpha / beta), eV: -1.22 / -0.25
Charge: 0



Total energy, record by record: -7827.7216; -68042.4612; -127172.4501; -6318.7701; -15946.5311; -44749.4535; -11438.5882; -11353.3870; -77829.5923; -7836.3915; -18313.9555; -12304.7647 eV
Molar mass, record by record: 87.1; 725.6; 928.8; 72.1; 160.2; 501.6; 60.0; 116.1; 1038.2; 81.1; 272.1; 136.2 g/mol